Record 1
C4H8N4 | wB97M-V/def2-TZVPD

Geometry as XYZ:
```
16
Properties=species:S:1:pos:R:3
C 0.457 -0.466 -0.572
C -0.260 1.371 0.880
C 0.860 -1.472 0.470
N -0.319 0.608 -0.343
N -1.891 -0.437 -0.420
N -2.706 0.020 -1.161
C 2.054 0.758 -0.907
N 2.991 1.436 -0.862
H 0.313 -0.879 -1.572
H -3.611 -0.488 -1.209
H 0.501 1.024 1.577
H -0.075 2.415 0.624
H -1.253 1.333 1.342
H 1.922 -1.694 0.343
H 0.304 -2.397 0.318
H 0.714 -1.132 1.493
```

Values from the calculation:
HOMO level (spin up / spin down): -8.82 / -8.82 eV
LUMO (spin up / spin down): -0.33 / -0.32 eV
energy above the lowest of the compared OMol25 structures with the same formula, charge and spin: 582.1 kJ/mol
gap between HOMO and LUMO (spin up / spin down): 8.489 / 8.494 eV

Record 2
C4H9NO2 | wB97M-V/def2-TZVPD

Geometry as XYZ:
```
16
Properties=species:S:1:pos:R:3
C 0.885 -1.307 -1.797
O 0.201 -0.851 -0.654
C -1.388 -0.378 1.208
C -0.533 0.552 0.806
N 0.774 0.067 0.349
O 1.280 -0.735 1.394
C -0.866 1.962 0.430
H 1.250 -0.521 -2.469
H 1.687 -2.016 -1.568
H 0.093 -1.860 -2.324
H -1.038 -1.393 1.364
H -2.451 -0.191 1.243
H 2.242 -0.642 1.332
H -1.817 2.256 0.888
H -0.972 2.026 -0.661
H -0.095 2.676 0.743
```

Values from the calculation:
HOMO level: -9.16 eV
LUMO: 0.92 eV
energy above the lowest of the compared OMol25 structures with the same formula, charge and spin: 541.6 kJ/mol
gap between HOMO and LUMO: 10.079 eV

Record 3
C5H5ClOS | wB97M-V/def2-TZVPD

Geometry as XYZ:
```
13
Properties=species:S:1:pos:R:3
C -1.545 0.730 1.452
C -0.326 0.205 1.419
C 0.861 0.466 0.629
C -0.072 -1.126 2.499
C 1.104 -0.538 -0.494
O 1.597 1.426 0.917
S -1.080 -2.374 2.447
Cl 1.183 -0.809 3.519
H -2.192 0.516 2.240
H -1.744 1.700 0.965
H 1.321 -1.491 0.010
H 1.987 -0.201 -0.979
H 0.200 -0.632 -1.038
```

Values from the calculation:
multiplicity: 3
HOMO level (spin up / spin down): -7.08 / -10.06 eV
expectation value of S²: 2.007
LUMO (spin up / spin down): 0.55 / -3.00 eV
energy above the lowest of the compared OMol25 structures with the same formula, charge and spin: 53.0 kJ/mol
gap between HOMO and LUMO (spin up / spin down): 7.629 / 7.052 eV